{
  "formula": "C20H60BO10V",
  "method": "wB97M-V/def2-TZVPD",
  "largest_force_ev_per_a": 2.727,
  "lumo_ha": -0.010,
  "multiplicity": 1,
  "symbols": ["O", "V", "O", "B", "H", "H", "H", "H", "C", "O", "H", "H", "H", "H", "C", "O", "H", "H", "H", "H", "C", "C", "C", "O", "H", "H", "H", "H", "H", "H", "H", "H", "C", "C", "C", "O", "H", "H", "H", "H", "H", "H", "H", "H", "C", "C", "C", "O", "H", "H", "H", "H", "H", "H", "H", "H", "C", "C", "C", "O", "H", "H", "H", "H", "H", "H", "H", "H", "C", "C", "C", "O", "H", "H", "H", "H", "H", "H", "H", "H", "C", "C", "C", "O", "H", "H", "H", "H", "H", "H", "H", "H"],
  "coordinates": [[9.9904, -25.5724, -3.8717], [9.3290, -24.7179, -2.6969], [8.3583, -25.6310, -1.8235], [11.1162, -24.6875, -1.1657], [10.8673, -25.8181, -1.1114], [11.9483, -24.4285, -0.4143], [11.4573, -24.4281, -2.2131], [10.1922, -24.0601, -0.9634], [11.6087, -22.7845, -4.4956], [10.3473, -22.8010, -3.8207], [12.2352, -23.4719, -3.9314], [11.4540, -23.1058, -5.5245], [12.1215, -21.8221, -4.5299], [9.9357, -21.9348, -3.8624], [4.8140, -24.9264, -2.3929], [5.0137, -23.9168, -3.3924], [4.1578, -24.5848, -1.5950], [4.5006, -25.8557, -2.8741], [5.8035, -25.2063, -2.0225], [4.3659, -24.0132, -4.0938], [7.1528, -25.8257, -5.9276], [7.6476, -24.3866, -5.6974], [6.7650, -23.4087, -6.4634], [7.6989, -24.0876, -4.3048], [6.7674, -25.9958, -6.9326], [6.3039, -26.0117, -5.2607], [7.9275, -26.5482, -5.6751], [8.6763, -24.3541, -6.0597], [5.7033, -23.4923, -6.2313], [6.9187, -23.6176, -7.5215], [7.0763, -22.3829, -6.2524], [6.8061, -23.7824, -4.0555], [8.8049, -21.3693, 0.0432], [7.8735, -22.4168, -0.5244], [6.4105, -21.9862, -0.6027], [8.2624, -22.7322, -1.8915], [8.5652, -20.3793, -0.3639], [9.8394, -21.5263, -0.2629], [8.7115, -21.3154, 1.1262], [7.9200, -23.3493, 0.0355], [6.0327, -21.7631, 0.3973], [5.8000, -22.7918, -1.0032], [6.3245, -21.1135, -1.2528], [8.2882, -21.9058, -2.3843], [7.6984, -29.3051, -2.9116], [6.4925, -28.9344, -3.7935], [5.7083, -30.2042, -4.1507], [5.6056, -28.1191, -3.0106], [7.4298, -29.9617, -2.0836], [8.0603, -28.3412, -2.5529], [8.4266, -29.8311, -3.5311], [6.8321, -28.4796, -4.7197], [4.7659, -29.9737, -4.6506], [5.5075, -30.8577, -3.2992], [6.2691, -30.8243, -4.8595], [5.3997, -28.6586, -2.2401], [9.1008, -25.9520, 1.7406], [10.3349, -25.5454, 2.5439], [10.5414, -26.3767, 3.7882], [11.5047, -25.7045, 1.7682], [9.2148, -26.9319, 1.2634], [8.9153, -25.3205, 0.8675], [8.1584, -25.9908, 2.2943], [10.2434, -24.4703, 2.7737], [11.2831, -25.9581, 4.4629], [10.8054, -27.3909, 3.4820], [9.5900, -26.5094, 4.3140], [11.4331, -25.2563, 0.9005], [14.6882, -25.9080, -6.8687], [13.3347, -26.5777, -7.0746], [12.2209, -25.9654, -6.2469], [12.9511, -26.5426, -8.4445], [14.5875, -24.8271, -7.0266], [15.4990, -26.2083, -7.5359], [15.1228, -26.0547, -5.8767], [13.4600, -27.6295, -6.8101], [12.5141, -25.8141, -5.1995], [11.3697, -26.6426, -6.2246], [11.9238, -24.9389, -6.4716], [12.7198, -25.6408, -8.6845], [11.2689, -29.0158, -4.3555], [11.6784, -30.0900, -3.3701], [11.8181, -31.4451, -4.0561], [12.9512, -29.8228, -2.7692], [12.0824, -28.7845, -5.0435], [11.0351, -28.0684, -3.8625], [10.3639, -29.3097, -4.8892], [10.9598, -30.2712, -2.5641], [10.8715, -31.9746, -4.1631], [12.4860, -32.1106, -3.5056], [12.3082, -31.3442, -5.0289], [12.8414, -29.0992, -2.1421]],
  "lowdin_charge": [-0.314, 0.849, -0.309, -0.365, 0.024, 0.027, -0.038, -0.028, -0.092, -0.175, 0.079, 0.071, 0.093, 0.092, -0.116, -0.144, 0.081, 0.071, 0.068, 0.083, -0.031, -0.448, -0.041, -0.116, 0.083, 0.079, 0.071, 0.134, 0.078, 0.087, 0.083, 0.071, -0.034, -0.430, -0.027, -0.129, 0.084, 0.086, 0.090, 0.130, 0.091, 0.058, 0.088, 0.099, -0.042, -0.459, -0.071, -0.069, 0.083, 0.074, 0.066, 0.119, 0.076, 0.077, 0.079, 0.089, -0.055, -0.505, -0.061, -0.076, 0.091, 0.040, 0.077, 0.133, 0.076, 0.085, 0.075, 0.003, -0.063, -0.485, -0.072, -0.050, 0.076, 0.076, 0.079, 0.130, 0.081, 0.072, 0.059, 0.083, -0.058, -0.490, -0.064, -0.052, 0.072, 0.065, 0.076, 0.129, 0.074, 0.077, 0.079, 0.090]
}

=====

{
  "formula": "C9H10AuF6N6O6S3",
  "method": "wB97M-V/def2-TZVPD",
  "largest_force_ev_per_a": 0.664,
  "charge": 1,
  "s_squared": 2.03,
  "lumo_ha": [-0.125, -0.230],
  "multiplicity": 3,
  "symbols": ["Au", "F", "C", "F", "F", "S", "O", "O", "N", "S", "O", "O", "C", "F", "F", "F", "N", "N", "C", "N", "N", "N", "O", "O", "H", "H", "H", "H", "H", "S", "C", "C", "C", "C", "C", "C", "H", "H", "H", "H", "H"],
  "coordinates": [[0.2539, 0.2154, 0.3009], [-3.0578, 3.6665, 2.3201], [-3.3136, 2.3807, 2.5408], [-4.1251, 2.2495, 3.5656], [-3.8821, 1.8610, 1.4481], [-1.7134, 1.5374, 2.8564], [-1.0342, 1.6989, 1.5637], [-1.1152, 2.1536, 3.9867], [-2.2107, 0.0790, 3.1207], [-1.7589, -1.2813, 2.5374], [-0.5541, -1.2171, 1.6711], [-1.7322, -2.3254, 3.4930], [-3.0761, -1.6779, 1.3233], [-2.8642, -2.8868, 0.8277], [-4.2640, -1.6165, 1.8855], [-3.0128, -0.7831, 0.3213], [-1.3051, 1.7309, -1.3157], [-0.5975, 2.9279, -1.3322], [0.6956, 3.0124, -0.9856], [1.2433, 4.2160, -1.0503], [1.3052, 1.8711, -0.5875], [2.6584, 1.8762, -0.2212], [3.0040, 0.9010, 0.4035], [3.3924, 2.8103, -0.4855], [-1.6536, 1.5245, -2.2428], [-2.0582, 1.7753, -0.6394], [-1.0955, 3.7948, -1.4675], [0.7012, 5.0159, -1.3295], [2.2264, 4.3172, -0.8503], [-0.0731, -1.6761, -1.2480], [1.3409, -2.5561, -1.5330], [1.2263, -3.6792, -2.3958], [2.3359, -4.4394, -2.6712], [3.5664, -4.1085, -2.0974], [3.6889, -3.0131, -1.2373], [2.5917, -2.2403, -0.9477], [0.2630, -3.9234, -2.8265], [2.2552, -5.2961, -3.3267], [4.4361, -4.7138, -2.3184], [4.6452, -2.7768, -0.7908], [2.6674, -1.4048, -0.2654]],
  "lowdin_spin": [0.549, 0.000, 0.002, 0.001, 0.000, 0.004, 0.039, 0.001, 0.000, 0.005, 0.079, 0.015, 0.000, 0.002, 0.000, 0.000, -0.001, 0.000, 0.006, 0.001, 0.056, 0.003, -0.003, 0.006, 0.000, 0.000, 0.000, 0.000, 0.000, 0.724, 0.129, 0.114, 0.000, 0.160, 0.002, 0.096, 0.005, -0.002, 0.008, -0.002, 0.001]
}

=====

{
  "formula": "C13H9N3O3",
  "method": "wB97M-V/def2-TZVPD",
  "largest_force_ev_per_a": 4.532,
  "lumo_ha": -0.026,
  "multiplicity": 1,
  "smiles": "C=Cn1cc(C(=O)O)c(=O)c2c3[nH]ncc3ccc21",
  "symbols": ["C", "C", "N", "C", "C", "C", "O", "O", "C", "O", "C", "C", "N", "N", "C", "C", "C", "C", "C", "H", "H", "H", "H", "H", "H", "H", "H", "H"],
  "coordinates": [[2.4689, 2.5720, -2.0878], [1.9987, 1.9563, -0.9659], [1.2026, 0.7777, -0.8000], [1.1083, -0.2508, -1.8508], [0.5490, -1.4556, -1.6074], [0.6320, -2.6207, -2.5970], [1.0360, -2.3643, -3.7226], [0.2041, -3.9043, -2.2339], [-0.1810, -1.6480, -0.3480], [-0.8015, -2.7137, -0.1233], [-0.4201, -0.5194, 0.5483], [-1.3570, -0.5315, 1.5290], [-2.1691, -1.4591, 2.1149], [-3.0436, -0.9093, 3.0217], [-2.6563, 0.3523, 3.1788], [-1.6356, 0.6361, 2.1950], [-0.8912, 1.8180, 2.0677], [0.0330, 1.8636, 1.0128], [0.2230, 0.7209, 0.2130], [3.0454, 3.4372, -1.9774], [2.2181, 2.0703, -2.9975], [2.3447, 2.2882, -0.0755], [1.6422, -0.1801, -2.7930], [-0.0795, -3.7809, -1.2749], [-2.2267, -2.3436, 1.6259], [-2.9409, 0.9347, 4.0483], [-1.0600, 2.5462, 2.9249], [0.7565, 2.7077, 0.9746]],
  "lowdin_charge": [0.081, -0.139, 0.003, 0.100, -0.038, -0.398, 0.082, 0.081, -0.254, 0.026, -0.011, -0.172, 0.060, 0.065, -0.070, -0.192, 0.012, -0.013, -0.114, 0.044, 0.049, 0.066, 0.136, 0.083, 0.145, 0.114, 0.144, 0.111]
}